C20H43GdN2OP3S | the ωB97M-V functional and the def2-TZVPD basis

As for the charge: +3. As for the relative energy (zero: lowest compared OMol25 entry of this formula, charge and spin): 0.0 kJ/mol. As for the spin multiplicity: 8. As for the expectation value of S²: 16.524. For the HOMO energy (alpha / beta), the calculation gives -14.508 / -14.354 eV. The calculation puts the LUMO energy (alpha / beta) at -11.68 / -11.73 eV.

Geometry (Å):
Gd (-1.613, 1.385, 0.041)
P (2.625, -1.745, 0.974)
P (0.769, 2.701, -0.513)
P (-2.226, -1.382, -0.224)
H (-1.483, 1.711, -2.750)
C (-2.324, 1.599, -2.048)
C (-2.791, 2.698, -1.285)
H (-2.389, 3.711, -1.389)
C (4.419, -1.820, 1.192)
C (2.060, -0.263, 1.848)
C (1.812, -3.174, 1.723)
C (0.529, 4.195, -1.558)
C (1.314, 3.441, 1.079)
C (2.353, 2.096, -1.197)
C (-3.494, -1.774, -1.491)
C (-3.023, -2.011, 1.302)
C (-0.981, -2.676, -0.568)
H (-3.004, 0.768, -2.285)
H (-3.782, 2.663, -0.808)
H (4.724, -1.346, 2.138)
H (4.876, -1.288, 0.347)
H (4.745, -2.868, 1.167)
H (2.718, -0.066, 2.710)
H (1.028, -0.368, 2.212)
H (2.104, 0.600, 1.172)
H (2.447, -3.585, 2.520)
H (1.635, -3.949, 0.966)
H (0.838, -2.899, 2.154)
H (0.959, 5.077, -1.056)
H (-0.542, 4.362, -1.743)
H (1.034, 4.034, -2.522)
H (1.881, 4.360, 0.851)
H (1.951, 2.741, 1.645)
H (0.439, 3.692, 1.704)
H (2.471, 2.496, -2.214)
H (2.362, 0.998, -1.274)
H (3.201, 2.418, -0.576)
H (-4.047, -2.672, -1.184)
H (-3.007, -1.947, -2.459)
H (-4.193, -0.932, -1.594)
H (-4.008, -2.429, 1.050)
H (-3.145, -1.203, 2.042)
H (-2.397, -2.797, 1.745)
H (-1.324, -3.326, -1.386)
H (-0.804, -3.284, 0.329)
H (-0.031, -2.218, -0.875)
C (1.721, -1.165, -2.961)
C (2.380, -1.655, -4.130)
C (1.766, -1.584, -5.375)
C (0.471, -1.067, -5.501)
C (-0.219, -0.650, -4.360)
C (0.397, -0.665, -3.114)
O (2.385, -1.012, -1.828)
H (2.429, -1.582, -0.561)
H (3.407, -2.002, -4.021)
H (2.292, -1.960, -6.259)
H (0.000, -0.991, -6.483)
H (-1.245, -0.279, -4.438)
H (-0.100, -0.271, -2.225)
S (-2.365, 2.831, 2.179)
C (-1.899, 1.549, 3.220)
N (-0.754, 1.478, 3.941)
C (-0.865, 0.541, 5.056)
C (-2.194, -0.153, 4.797)
N (-2.684, 0.495, 3.578)
H (-0.082, 2.243, 3.934)
H (-0.863, 1.079, 6.015)
H (-0.026, -0.159, 5.049)
H (-2.896, -0.001, 5.626)
H (-2.072, -1.228, 4.627)
H (-3.669, 0.485, 3.319)

=====

C20H43GeN2O4SiTb | the ωB97M-V functional and the def2-TZVPD basis

As for the charge: -1. As for the spin multiplicity: 8. As for the expectation value of S²: 16.509. For the HOMO energy (alpha / beta), the calculation gives -1.872 / -1.721 eV. The calculation puts the LUMO energy (alpha / beta) at 2.00 / 1.80 eV.

Geometry (Å):
Tb (-0.458, -0.369, -1.026)
C (-0.305, 4.877, -3.388)
C (-0.413, 4.809, -1.864)
C (-0.864, 3.435, -1.344)
C (-2.281, 3.055, -1.800)
Ge (-2.814, 1.344, -1.026)
C (-3.611, 1.287, 0.769)
C (-2.873, 2.105, 1.839)
C (-3.051, 3.633, 1.737)
C (-4.496, 4.089, 1.940)
H (0.070, 5.879, -3.686)
H (-1.294, 4.728, -3.868)
H (0.406, 4.107, -3.757)
H (-1.115, 5.594, -1.507)
H (0.592, 5.025, -1.441)
H (-0.823, 3.466, -0.237)
H (-0.145, 2.656, -1.679)
H (-2.284, 2.927, -2.901)
H (-3.030, 3.828, -1.530)
H (-3.878, 0.686, -1.942)
H (-3.572, 0.217, 1.063)
H (-4.681, 1.567, 0.723)
H (-1.793, 1.845, 1.804)
H (-3.259, 1.799, 2.836)
H (-2.697, 4.017, 0.768)
H (-2.434, 4.100, 2.534)
H (-5.157, 3.710, 1.135)
H (-4.538, 5.199, 1.916)
H (-4.876, 3.743, 2.925)
C (-0.828, -0.363, 3.979)
Si (-0.109, -1.223, 2.471)
C (-0.833, -2.954, 2.371)
C (1.751, -1.368, 2.700)
O (-0.458, -0.369, 1.095)
H (-0.599, -0.925, 4.890)
H (-1.916, -0.278, 3.892)
H (-0.413, 0.644, 4.083)
H (-0.604, -3.521, 3.279)
H (-0.421, -3.495, 1.515)
H (-1.921, -2.911, 2.259)
H (1.985, -1.932, 3.608)
H (2.207, -0.377, 2.783)
H (2.204, -1.884, 1.848)
O (-2.084, -1.550, -1.026)
O (1.777, -0.369, -1.026)
N (3.162, -0.373, -1.033)
C (3.836, -1.018, -2.044)
C (5.285, -1.012, -2.035)
C (5.945, -0.380, -1.044)
C (5.201, 0.294, 0.012)
C (3.856, 0.270, -0.025)
H (3.245, -1.505, -2.807)
H (5.799, -1.523, -2.836)
H (7.026, -0.358, -1.009)
H (5.734, 0.799, 0.805)
H (3.236, 0.748, 0.724)
C (-0.207, -4.665, -2.582)
N (0.660, -4.696, -1.417)
C (1.316, -5.948, -1.079)
C (0.805, -3.519, -0.700)
C (1.700, -3.516, 0.517)
O (0.227, -2.479, -1.026)
H (-0.253, -5.640, -3.075)
H (0.172, -3.921, -3.290)
H (-1.214, -4.372, -2.269)
H (1.053, -6.739, -1.785)
H (1.007, -6.252, -0.074)
H (2.400, -5.800, -1.099)
H (2.169, -4.475, 0.731)
H (1.103, -3.230, 1.388)
H (2.494, -2.779, 0.364)
H (0.182, 1.602, -1.026)

=====

C20H44BN4O12Pb | the ωB97M-V functional and the def2-TZVPD basis

As for the charge: +1. As for the relative energy (zero: lowest compared OMol25 entry of this formula, charge and spin): 233.5 kJ/mol. As for the spin multiplicity: 1. For the HOMO energy, the calculation gives -11.015 eV. The calculation puts the LUMO energy at -2.79 eV.

Geometry (Å):
Pb (16.072, 13.016, 29.189)
O (18.079, 14.491, 33.048)
C (17.045, 15.202, 33.175)
O (16.709, 15.862, 34.232)
B (15.506, 16.677, 33.938)
O (15.152, 16.374, 32.512)
C (16.041, 15.485, 32.039)
O (16.082, 14.858, 31.017)
O (15.760, 18.092, 34.169)
C (14.825, 18.594, 34.952)
O (14.706, 19.754, 35.295)
C (13.976, 17.385, 35.465)
O (14.416, 16.275, 34.852)
O (12.974, 17.468, 36.186)
C (19.913, 13.454, 28.296)
C (19.151, 14.323, 29.279)
C (18.290, 15.430, 28.684)
O (17.410, 14.817, 27.790)
C (17.321, 15.339, 26.429)
N (18.364, 13.426, 30.124)
H (19.266, 12.934, 27.589)
H (20.584, 12.759, 28.802)
H (20.610, 13.970, 27.636)
H (19.924, 14.763, 29.908)
H (18.959, 16.175, 28.253)
H (17.822, 15.969, 29.507)
H (18.307, 15.137, 26.012)
H (17.065, 16.399, 26.438)
H (16.563, 14.884, 25.790)
H (18.472, 13.992, 30.954)
H (18.904, 12.596, 30.320)
C (16.103, 10.068, 25.574)
C (15.633, 11.222, 26.471)
C (14.441, 10.677, 27.285)
O (14.117, 11.635, 28.248)
C (12.709, 11.438, 28.659)
N (16.867, 11.631, 27.185)
H (16.254, 9.115, 26.081)
H (16.979, 10.279, 24.961)
H (15.289, 9.928, 24.862)
H (15.329, 12.084, 25.878)
H (14.555, 9.670, 27.688)
H (13.659, 10.624, 26.527)
H (12.487, 12.280, 29.315)
H (12.574, 10.496, 29.191)
H (11.940, 11.488, 27.888)
H (17.564, 11.870, 26.494)
H (17.316, 10.770, 27.463)
C (14.912, 16.929, 28.596)
C (13.952, 15.739, 28.895)
C (12.447, 16.030, 28.629)
O (11.744, 14.812, 28.850)
C (10.606, 14.625, 28.101)
N (14.376, 14.641, 28.064)
H (15.946, 16.614, 28.737)
H (14.888, 17.687, 29.378)
H (14.901, 17.274, 27.562)
H (14.004, 15.416, 29.935)
H (12.204, 16.374, 27.623)
H (12.007, 16.718, 29.350)
H (9.825, 15.289, 28.471)
H (10.345, 13.572, 28.202)
H (10.878, 14.815, 27.063)
H (13.504, 14.133, 28.021)
H (14.364, 14.867, 27.079)
C (15.791, 8.811, 31.498)
C (15.509, 10.167, 30.776)
C (14.731, 11.158, 31.709)
O (14.280, 12.267, 30.926)
C (13.518, 13.143, 31.668)
N (16.794, 10.839, 30.437)
H (14.855, 8.391, 31.868)
H (16.546, 8.907, 32.277)
H (16.223, 8.031, 30.871)
H (15.007, 9.991, 29.825)
H (15.428, 11.491, 32.478)
H (13.887, 10.803, 32.300)
H (13.955, 13.620, 32.545)
H (12.589, 12.613, 31.879)
H (13.102, 13.919, 31.024)
H (17.384, 10.203, 29.920)
H (17.352, 10.852, 31.279)

=====

C20H44EuN3OP2 | the ωB97M-V functional and the def2-TZVPD basis

As for the charge: +2. As for the spin multiplicity: 7. As for the expectation value of S²: 12.032. For the HOMO energy (alpha / beta), the calculation gives -13.715 / -13.599 eV. The calculation puts the LUMO energy (alpha / beta) at -6.43 / -5.88 eV.

Geometry (Å):
Eu (0.344, -0.043, 0.140)
P (0.101, -2.218, -1.281)
P (0.432, 2.523, 0.720)
N (1.544, 0.609, -1.895)
C (1.744, -1.889, -2.143)
H (2.417, -2.725, -1.884)
H (1.530, -1.914, -3.224)
C (2.462, -0.555, -1.854)
H (2.973, -0.581, -0.868)
H (3.258, -0.430, -2.607)
C (2.060, 1.993, -1.681)
H (1.407, 2.666, -2.277)
H (3.100, 2.076, -2.036)
C (2.062, 2.487, -0.201)
H (2.366, 3.542, -0.126)
H (2.746, 1.888, 0.442)
C (0.551, 2.802, 2.524)
C (0.698, 1.521, 3.397)
H (1.712, 1.096, 3.325)
H (-0.036, 0.722, 3.136)
H (0.505, 1.743, 4.464)
C (-0.760, 3.541, -0.148)
C (-2.234, 3.282, 0.314)
H (-2.908, 3.325, -0.557)
H (-2.549, 4.038, 1.044)
H (-2.394, 2.265, 0.743)
C (-1.219, -2.535, -2.459)
C (-2.474, -3.114, -1.753)
H (-3.359, -2.981, -2.409)
H (-2.721, -2.608, -0.805)
H (-2.336, -4.200, -1.542)
C (0.385, -3.613, -0.094)
C (-0.724, -3.769, 0.978)
H (-0.360, -4.448, 1.771)
H (-1.636, -4.205, 0.546)
H (-1.011, -2.814, 1.465)
C (-1.943, -0.366, 1.109)
C (-0.225, 4.969, 0.054)
H (0.627, 5.048, 0.749)
H (0.148, 5.341, -0.920)
H (-1.028, 5.634, 0.408)
C (-0.600, -3.373, -3.596)
H (-1.272, -4.221, -3.872)
H (-0.375, -2.747, -4.458)
H (0.361, -3.837, -3.316)
C (0.618, -4.868, -0.929)
H (0.848, -5.722, -0.266)
H (-0.269, -5.116, -1.524)
H (1.478, -4.728, -1.589)
C (-0.692, 3.572, 2.990)
H (-1.589, 2.953, 2.809)
H (-0.639, 3.771, 4.074)
H (-0.806, 4.516, 2.459)
H (1.497, 3.385, 2.629)
H (1.312, -3.335, 0.444)
H (-0.694, 3.229, -1.208)
H (-1.479, -1.503, -2.800)
O (-2.911, -0.536, 1.696)
H (0.753, 0.532, -2.553)
H (-1.214, 0.559, -1.090)
C (2.724, -2.176, 4.733)
N (1.464, -2.061, 3.999)
C (0.153, -2.388, 4.598)
C (1.528, -1.671, 2.773)
N (1.643, -1.194, 1.686)
H (2.463, -2.590, 5.711)
H (3.236, -1.186, 4.809)
H (3.428, -2.833, 4.166)
H (-0.519, -1.491, 4.619)
H (-0.372, -3.154, 3.977)
H (0.384, -2.750, 5.600)

=====

C20H44FGaO41PS10 | the ωB97M-V functional and the def2-TZVPD basis

As for the charge: -1. As for the spin multiplicity: 1. For the HOMO energy, the calculation gives -4.972 eV. The calculation puts the LUMO energy at 1.42 eV.

Geometry (Å):
O (-2.882, 0.930, -0.338)
P (-3.331, 1.532, -1.729)
Ga (-5.703, 1.520, -1.805)
F (-6.223, -0.125, -0.921)
H (-2.913, 0.639, -2.816)
H (-2.763, 2.828, -1.998)
H (-6.228, 1.511, -3.328)
H (-6.347, 2.737, -0.958)
C (-0.475, 1.101, 3.261)
C (-1.311, 2.105, 2.472)
O (-0.684, 3.367, 2.690)
S (0.921, 3.136, 2.869)
O (1.558, 3.392, 1.596)
O (1.339, 3.766, 4.100)
O (0.878, 1.523, 3.101)
H (-0.719, 1.137, 4.328)
H (-0.602, 0.079, 2.894)
H (-2.353, 2.130, 2.803)
H (-1.275, 1.891, 1.399)
C (-4.653, 5.908, 0.615)
C (-5.210, 5.326, 1.912)
O (-4.160, 4.520, 2.441)
S (-2.727, 5.180, 2.031)
O (-2.258, 5.970, 3.148)
O (-1.922, 4.165, 1.392)
O (-3.283, 6.199, 0.886)
H (-4.691, 5.172, -0.195)
H (-5.182, 6.814, 0.308)
H (-6.110, 4.729, 1.748)
H (-5.426, 6.118, 2.638)
C (-8.790, -2.846, -0.978)
C (-8.799, -1.494, -1.686)
O (-9.735, -1.637, -2.752)
S (-10.908, -2.672, -2.291)
O (-12.036, -1.895, -1.824)
O (-11.026, -3.706, -3.292)
O (-10.145, -3.292, -0.991)
H (-8.186, -3.575, -1.527)
H (-8.423, -2.771, 0.050)
H (-7.814, -1.219, -2.072)
H (-9.162, -0.703, -1.022)
C (3.222, -1.612, 0.681)
C (3.213, -0.260, -0.028)
O (2.277, -0.404, -1.094)
S (1.103, -1.438, -0.633)
O (-0.024, -0.662, -0.166)
O (0.986, -2.472, -1.634)
O (1.867, -2.058, 0.667)
H (3.826, -2.341, 0.131)
H (3.589, -1.537, 1.708)
H (4.198, 0.015, -0.414)
H (2.850, 0.531, 0.636)
C (-6.965, -3.468, -6.495)
C (-8.135, -4.403, -6.789)
O (-9.015, -4.260, -5.677)
S (-8.911, -2.733, -5.111)
O (-10.003, -1.969, -5.673)
O (-8.636, -2.788, -3.695)
O (-7.542, -2.312, -5.890)
H (-6.272, -3.918, -5.777)
H (-6.419, -3.192, -7.401)
H (-7.820, -5.443, -6.900)
H (-8.674, -4.088, -7.689)
C (0.895, 4.166, -2.848)
C (0.729, 5.397, -1.960)
O (-0.235, 6.210, -2.625)
S (-1.286, 5.245, -3.417)
O (-2.459, 5.080, -2.589)
O (-1.349, 5.673, -4.795)
O (-0.411, 3.871, -3.339)
H (1.541, 4.383, -3.705)
H (1.297, 3.312, -2.297)
H (1.665, 5.942, -1.824)
H (0.321, 5.124, -0.980)
C (3.803, -0.886, 5.462)
C (5.112, -0.204, 5.851)
O (6.139, -1.038, 5.319)
S (5.600, -1.733, 3.946)
O (6.085, -0.957, 2.827)
O (5.787, -3.162, 4.054)
O (4.017, -1.400, 4.148)
H (3.585, -1.728, 6.126)
H (2.959, -0.191, 5.466)
H (5.222, -0.099, 6.933)
H (5.199, 0.781, 5.379)
C (1.677, 8.581, 4.194)
C (1.224, 8.106, 5.572)
O (1.357, 6.687, 5.540)
S (2.609, 6.294, 4.572)
O (3.770, 6.069, 5.405)
O (2.148, 5.338, 3.592)
O (2.778, 7.743, 3.845)
H (0.889, 8.436, 3.448)
H (1.983, 9.630, 4.200)
H (0.192, 8.391, 5.793)
H (1.883, 8.489, 6.358)
C (5.866, -6.318, 1.426)
C (5.185, -6.827, 0.158)
O (4.982, -5.668, -0.647)
S (6.192, -4.610, -0.369)
O (7.183, -4.775, -1.409)
O (5.613, -3.332, -0.029)
O (6.766, -5.299, 0.993)
H (5.140, -5.863, 2.108)
H (6.409, -7.109, 1.949)
H (4.234, -7.323, 0.367)
H (5.839, -7.510, -0.393)
C (10.195, -6.654, -3.640)
C (9.767, -6.606, -2.176)
O (9.668, -7.969, -1.771)
S (10.772, -8.847, -2.590)
O (11.936, -9.008, -1.747)
O (10.097, -9.958, -3.220)
O (11.121, -7.736, -3.731)
H (9.345, -6.878, -4.292)
H (10.665, -5.722, -3.964)
H (8.812, -6.092, -2.038)
H (10.531, -6.125, -1.557)

=====

C20H45BrNO10 | the ωB97M-V functional and the def2-TZVPD basis

As for the charge: -1. As for the relative energy (zero: lowest compared OMol25 entry of this formula, charge and spin): 120.2 kJ/mol. As for the spin multiplicity: 1. For the HOMO energy, the calculation gives -2.486 eV. The calculation puts the LUMO energy at 2.22 eV.

Geometry (Å):
N (-0.251, 0.842, -5.510)
C (-1.256, 1.689, -6.175)
C (-2.679, 0.936, -6.162)
O (-2.783, -0.097, -6.868)
Br (-4.280, 1.508, -5.126)
H (-0.213, -0.092, -5.946)
H (-1.320, 2.685, -5.615)
H (-1.005, 1.926, -7.273)
C (-1.255, -0.517, 2.873)
O (-0.789, 0.371, 1.879)
C (0.615, 0.253, 1.667)
C (0.993, 0.786, 0.290)
O (0.724, -0.137, -0.763)
C (-0.653, -0.297, -1.117)
C (-1.223, 0.902, -1.864)
O (-1.583, 1.935, -0.946)
C (-1.683, 3.195, -1.579)
H (-0.775, -0.305, 3.835)
H (-2.332, -0.379, 2.975)
H (-1.067, -1.554, 2.576)
H (0.928, -0.794, 1.752)
H (1.116, 0.849, 2.441)
H (2.077, 0.933, 0.274)
H (0.538, 1.757, 0.087)
H (-1.256, -0.559, -0.245)
H (-0.678, -1.156, -1.793)
H (-2.133, 0.602, -2.398)
H (-0.485, 1.270, -2.584)
H (-0.718, 3.485, -2.007)
H (-1.961, 3.933, -0.824)
H (-2.451, 3.174, -2.356)
C (-2.729, -7.004, 0.676)
O (-2.264, -6.116, -0.319)
C (-0.859, -6.225, -0.527)
C (-0.480, -5.694, -1.904)
O (-0.742, -6.624, -2.956)
C (-2.116, -6.792, -3.312)
C (-2.689, -5.597, -4.064)
O (-3.053, -4.568, -3.153)
C (-3.158, -3.304, -3.787)
H (-2.253, -6.788, 1.639)
H (-3.807, -6.872, 0.774)
H (-2.534, -8.041, 0.382)
H (-0.541, -7.271, -0.438)
H (-0.364, -5.626, 0.246)
H (0.603, -5.541, -1.917)
H (-0.940, -4.726, -2.110)
H (-2.719, -7.055, -2.441)
H (-2.134, -7.654, -3.985)
H (-3.596, -5.902, -4.600)
H (-1.949, -5.227, -4.782)
H (-2.193, -3.010, -4.212)
H (-3.440, -2.569, -3.032)
H (-3.924, -3.327, -4.565)
C (6.106, 3.648, 3.085)
O (4.868, 4.320, 3.210)
C (3.896, 3.835, 2.288)
C (2.490, 4.160, 2.775)
O (2.026, 3.265, 3.786)
C (2.601, 3.435, 5.082)
C (2.106, 4.687, 5.797)
O (2.812, 5.835, 5.336)
C (2.116, 7.035, 5.609)
H (6.525, 3.795, 2.085)
H (6.794, 4.062, 3.824)
H (5.981, 2.580, 3.291)
H (3.998, 2.751, 2.161)
H (4.076, 4.334, 1.328)
H (1.804, 4.026, 1.934)
H (2.398, 5.199, 3.096)
H (3.691, 3.394, 5.038)
H (2.271, 2.566, 5.658)
H (2.294, 4.593, 6.873)
H (1.031, 4.806, 5.624)
H (1.150, 7.041, 5.093)
H (2.714, 7.866, 5.232)
H (1.972, 7.159, 6.685)

=====

Result set for E_tot: -85972.07815, -119432.29765, -57905.30849, -65860.18072, -278122.42012, -113471.30032 eV, one per record in the order listed.